Entry 1:
36
Properties=species:S:1:pos:R:3:forces:R:3:lowdin_charge:R:1 method="wB97M-V/def2-TZVPD" charge=0 relative_energy_ev=4.002 smiles="N[C@@H](Cc1ccccc1)C(=O)N[C@@H](CC(=O)O)C(=O)O" lumo_energy_ha=0.005
H 2.039 2.070 1.069 0.80 0.05 -0.94 0.1311
C -0.238 -1.153 -0.697 -2.21 -0.70 1.75 -0.2043
C -4.242 2.147 0.251 0.78 -3.86 -0.77 -0.0224
C 0.044 -0.816 0.815 1.62 1.16 -0.62 -0.4081
H 1.841 -2.027 -0.575 1.48 -1.54 -0.15 0.0483
C -3.246 1.999 -0.888 -3.59 3.02 3.06 -0.0862
C 2.943 1.450 0.873 0.72 -0.86 -0.79 -0.0051
H -5.115 0.793 1.898 0.48 0.60 -1.13 0.1020
H -2.050 -1.625 -1.917 0.08 0.59 1.72 0.1331
O 2.916 -2.161 -0.380 -1.85 -1.14 -0.77 0.0980
H 0.249 -2.876 -1.795 1.20 1.56 1.95 0.1918
O 3.921 3.276 -0.143 0.69 4.24 -0.55 0.1429
O -0.773 -1.127 1.637 -0.19 -0.15 0.63 0.0926
O 4.478 -1.160 0.726 1.92 0.61 1.21 0.1061
H -4.923 3.015 0.425 1.02 -0.74 -0.28 0.0930
C -2.622 0.824 -1.063 1.08 -0.66 -2.52 -0.1133
H -2.268 -2.447 -0.269 1.77 2.28 -1.04 0.1673
N 0.517 -2.407 -0.827 -0.35 1.91 -6.62 0.0746
H -3.135 2.912 -1.519 0.21 -1.15 0.38 0.1063
C 3.372 -1.188 0.289 -0.45 2.49 -0.87 -0.5719
H 2.012 0.141 -0.669 -0.58 0.74 -2.37 0.1123
H 3.456 1.546 1.849 -0.36 -1.51 0.02 0.1350
C -4.448 0.893 1.001 1.16 1.80 -0.30 -0.0692
H 1.420 -0.129 2.180 -0.13 -0.26 -1.11 0.1736
N 1.289 -0.265 1.160 -2.07 -0.76 0.56 0.0959
H 0.152 -3.075 -0.296 -1.76 -3.27 3.84 0.0545
H -3.676 -1.028 1.571 -0.04 -0.12 -0.49 0.1116
C 2.397 0.064 0.280 1.64 0.07 4.76 -0.1707
H -2.013 0.775 -2.041 -0.67 -0.15 1.73 0.1382
C -3.621 -0.263 0.797 -0.67 0.60 0.24 -0.0589
C 4.023 2.126 -0.024 -3.30 -2.17 0.66 -0.5843
C -1.871 -1.412 -0.789 0.29 -3.69 -0.47 -0.1150
H 4.979 0.535 -0.407 0.00 -0.91 0.45 0.0861
O 4.815 1.401 -0.776 1.13 -0.25 -0.64 0.1563
C -2.771 -0.349 -0.283 0.63 2.25 -1.03 -0.2845
H 0.147 -0.457 -1.462 -0.48 -0.09 0.52 0.1431

Entry 2:
17
Properties=species:S:1:pos:R:3:forces:R:3:lowdin_charge:R:1 method="wB97M-V/def2-TZVPD" spin_multiplicity=3 charge=-1 lumo_energy_ha="0.139 / 0.089"
N -2.162 -0.172 1.293 1.59 -0.55 -1.70 0.0157
C -3.313 -0.271 0.564 0.82 -0.03 -0.13 -0.2366
C -3.089 -0.827 -0.654 -2.39 -0.23 -0.45 -0.1752
C 2.514 -0.408 0.658 0.22 1.04 0.51 -0.2765
N -1.791 -1.150 -0.677 -0.86 1.92 2.20 0.0288
H -4.139 0.127 1.022 -2.31 0.67 0.47 0.0462
O 1.176 -2.716 0.957 0.77 0.46 0.08 -0.5019
S 1.142 -1.402 0.266 -2.17 -2.10 -0.22 0.5899
H -1.415 -1.598 -1.413 2.40 -1.57 -2.57 0.0789
H 2.702 -0.314 1.764 0.05 -0.29 -1.26 0.0789
H 1.314 1.376 0.101 1.40 -0.97 -0.05 0.1058
H -3.727 -1.054 -1.501 -0.07 0.07 0.32 0.0918
H 3.107 1.579 0.384 -0.93 -0.47 -1.03 0.0775
C -1.242 -0.665 0.445 0.32 0.04 2.00 -0.2278
O 1.104 -1.540 -1.219 0.54 0.27 0.01 -0.4957
C 2.347 0.877 -0.106 -0.02 2.29 5.91 -0.1987
H 2.421 0.900 -1.098 0.63 -0.55 -4.08 -0.0013

Entry 3:
31
Properties=species:S:1:pos:R:3:forces:R:3:lowdin_charge:R:1 method="wB97M-V/def2-TZVPD" charge=0 relative_energy_ev=0.447 smiles="C/C(N)=C/CCCN.O.O.O" lumo_energy_ha=0.020
H -0.008 -2.127 -0.869 -0.15 0.77 0.24 0.1183
O 0.363 3.845 -0.458 0.30 0.12 0.07 -0.0722
H -0.116 4.337 0.214 -0.04 -0.05 -0.04 0.0398
H -3.704 -1.139 0.449 -0.33 0.02 -0.07 0.0619
H -2.672 -1.525 2.424 0.67 0.06 -0.09 0.1108
H 2.088 1.491 0.698 0.49 0.11 -0.16 0.0793
C 1.423 0.288 -0.805 -0.11 0.56 0.72 -0.4133
C -2.119 -0.957 1.651 -0.85 -0.13 0.12 -0.2886
N -3.227 -0.367 0.893 -0.32 -0.39 -0.05 -0.0046
H -1.104 1.198 -1.098 -0.06 0.15 0.17 0.0214
C -0.446 -1.259 -0.307 -0.20 -1.48 0.24 -0.2309
C 2.366 1.406 -0.366 -1.38 -0.36 1.58 -0.0379
H 2.691 -2.258 0.457 -0.06 0.19 0.15 0.0086
H -2.257 2.014 -1.674 0.14 0.20 0.14 0.0724
C -1.159 -1.888 0.915 0.70 -0.15 0.12 -0.2156
H 2.129 2.399 -0.717 -0.04 0.10 -0.76 0.0528
N 1.357 0.028 -2.166 1.11 0.77 -0.02 0.1128
H -0.136 3.023 -0.571 -0.28 0.31 -0.02 -0.0141
O -1.668 1.968 -0.908 -0.07 -0.63 -0.36 -0.0483
H 0.422 0.192 1.096 0.76 -0.39 -0.62 0.1169
H -1.548 -0.196 2.190 -0.18 0.14 -0.22 0.1023
O 3.041 -2.944 1.034 0.01 -0.28 -0.16 -0.0584
C 0.599 -0.269 0.104 -0.81 0.47 -0.24 -0.1329
H 2.210 0.384 -2.581 -0.39 -0.41 -0.58 0.0937
H -0.407 -2.162 1.667 0.19 0.07 -0.19 0.1071
H 0.988 -0.816 -2.574 0.03 -0.11 0.37 0.0870
H -3.066 0.319 0.171 0.74 0.14 0.17 0.0273
H -1.226 -0.845 -0.971 0.20 0.01 0.03 0.0956
H 3.425 1.231 -0.377 0.48 -0.41 -0.47 0.0705
H -1.569 -2.869 0.642 -0.51 0.42 -0.09 0.1066
H 3.331 -2.504 1.836 -0.03 0.17 0.01 0.0315

Entry 4:
8
Properties=species:S:1:pos:R:3:forces:R:3:lowdin_charge:R:1 method="wB97M-V/def2-TZVPD" charge=-1 relative_energy_ev=0.968 lumo_energy_ha=0.100
C -0.082 -1.170 -0.227 1.32 2.59 2.35 0.0580
C 0.251 0.256 -0.001 2.34 -1.70 -0.66 -0.5575
H -0.255 -2.042 -0.692 -0.49 -2.68 -1.82 0.0854
H -0.400 0.942 -0.417 -1.54 2.14 -0.06 -0.2047
I 2.328 1.149 -0.127 -0.88 -0.61 0.03 0.5215
O -0.044 -0.938 2.230 0.13 -0.01 -1.97 -0.0513
I -1.826 2.565 -1.738 -0.12 0.03 -0.12 -0.5853
N 0.029 -0.762 0.972 -0.76 0.24 2.24 -0.2662

Computed E_tot, in the same sequence as the records: -990.62547 -852.74738 -575.80745 -802.72518 Eh.